ORCA calculation (wB97M-V/def2-TZVPD) on the molecule C17H28BrNO2.

Each line ends with the Mulliken charge.
Element x y z (Å)
C (-2.5529, -2.2457, 0.2779)  -0.989
C (-1.1731, -2.8948, 0.2830)  -0.786
C (-0.0356, -1.9003, 0.5174)  -0.111
C (0.1693, -0.9467, -0.6615)  -1.034
N (1.2678, -0.0213, -0.4088)  1.100
C (2.5649, -0.5916, -0.7485)  -1.307
C (3.6911, -0.0112, 0.1068)  -0.347
C (5.0492, -0.5860, -0.2899)  -0.479
C (6.1729, -0.0167, 0.5668)  -1.322
C (1.0587, 1.3074, -0.9696)  -1.264
C (0.6049, 2.2873, 0.1291)  -0.034
O (1.5055, 2.2658, 1.2032)  -0.679
C (-0.8072, 1.9629, 0.6491)  -0.657
O (-1.7007, 1.9180, -0.4438)  -0.345
C (-2.9657, 1.4770, -0.2330)  0.273
C (-3.7496, 1.3082, -1.3782)  -0.254
C (-5.0436, 0.8451, -1.2839)  -0.463
C (-5.5662, 0.5459, -0.0355)  -0.003
Br (-7.3496, -0.1096, 0.1029)  -0.210
C (-4.8119, 0.7166, 1.1091)  -0.562
C (-3.5118, 1.1822, 1.0133)  -0.237
H (-3.3251, -3.0052, 0.1804)  0.437
H (-2.7242, -1.7040, 1.2057)  0.273
H (-2.6619, -1.5488, -0.5494)  0.187
H (-1.1438, -3.6476, 1.0741)  0.338
H (-1.0105, -3.4087, -0.6671)  0.360
H (-0.2401, -1.3172, 1.4181)  0.125
H (0.8877, -2.4559, 0.6938)  0.390
H (0.3455, -1.5326, -1.5783)  0.344
H (-0.7412, -0.3695, -0.8158)  0.014
H (2.7994, -0.4440, -1.8164)  0.276
H (2.5185, -1.6680, -0.5715)  0.466
H (3.7189, 1.0749, 0.0038)  0.302
H (3.4940, -0.2421, 1.1561)  0.281
H (5.2439, -0.3593, -1.3409)  0.350
H (5.0274, -1.6735, -0.1860)  0.315
H (6.0109, -0.2545, 1.6157)  0.330
H (7.1319, -0.4310, 0.2648)  0.395
H (6.2183, 1.0653, 0.4656)  0.329
H (0.3190, 1.3094, -1.7779)  0.501
H (2.0006, 1.6852, -1.3738)  0.439
H (0.6075, 3.3060, -0.2722)  0.538
H (1.7221, 1.3320, 1.3488)  0.377
H (-0.7769, 0.9955, 1.1656)  0.116
H (-1.1067, 2.7380, 1.3663)  0.531
H (-3.3174, 1.5469, -2.3370)  0.419
H (-5.6429, 0.7129, -2.1713)  0.429
H (-5.2326, 0.4875, 2.0762)  0.424
H (-2.9389, 1.3155, 1.9166)  0.427

Forces on atoms 1 to 3 (eV/Å):
C 0.179 -0.178 -0.048
C 0.014 0.144 0.140
C -0.124 -0.148 -0.357

Values from the calculation:
- Structure (SMILES): CCCCN(CCCC)C[C@H](O)COc1ccc(Br)cc1
- Energy relative to the best compared isomer or geometry (same formula, charge and spin): 0.000 eV
- Total charge: 0
- LUMO energy: 0.031 hartree
- DFT total energy: -3443.81086 a.u.